{"formula": "C3H8N2OS", "method": "the ωB97M-V functional and the def2-TZVPD basis", "symbols": ["C", "N", "C", "C", "S", "N", "O", "H", "H", "H", "H", "H", "H", "H", "H"], "positions_angstrom": [[1.7542, -0.7657, -0.9817], [1.1949, 0.2003, -0.0491], [-0.0047, 0.1804, 0.3431], [-0.4509, 1.2390, 1.3872], [-1.9468, 2.1842, 0.9987], [-1.0817, -0.6123, -0.0719], [-0.7614, -1.8375, -0.5997], [1.2512, -0.7202, -1.9429], [1.7701, -1.7983, -0.6219], [2.8042, -0.5839, -1.2139], [0.4151, 1.9234, 1.3691], [-0.4425, 0.8760, 2.4269], [-1.5451, 2.4342, -0.2432], [-1.7621, -0.7916, 0.6372], [-1.1946, -1.9277, -1.4378]], "nbo_charge": [-0.43, -0.48, 0.41, -0.59, -0.02, -0.34, -0.56, 0.18, 0.20, 0.19, 0.25, 0.24, 0.12, 0.36, 0.47], "orbital_gap_ha": 0.35771, "charge": 0, "smiles": "C/N=C(/CS)NO"}

=====

{"formula": "C3H8N2OS", "method": "the ωB97M-V functional and the def2-TZVPD basis", "symbols": ["C", "N", "C", "S", "N", "C", "O", "H", "H", "H", "H", "H", "H", "H", "H"], "positions_angstrom": [[-0.8029, 1.9461, -0.2463], [0.2223, 1.3246, 0.5815], [0.3892, 0.0264, 0.8401], [1.2076, -0.5229, 2.2163], [-0.0970, -0.8233, -0.1446], [0.1542, -2.2146, -0.0454], [0.0452, -0.3743, -1.4548], [-1.6957, 1.3087, -0.2787], [-0.4691, 2.2036, -1.2113], [-1.1570, 2.8844, 0.2674], [0.7182, 1.9555, 1.2174], [-0.3006, -2.7195, -0.9557], [1.2172, -2.4116, -0.0297], [-0.3873, -2.5720, 0.8191], [0.9556, -0.0113, -1.5754]], "nbo_charge": [-0.41, -0.60, 0.27, -0.26, -0.17, -0.42, -0.55, 0.22, 0.20, 0.20, 0.42, 0.22, 0.20, 0.23, 0.46], "orbital_gap_ha": 0.32714, "charge": 0, "smiles": "CNC(=S)N(C)O"}

=====

{"formula": "C3H8N2OS", "method": "the ωB97M-V functional and the def2-TZVPD basis", "symbols": ["H", "N", "C", "N", "S", "C", "C", "O", "H", "H", "H", "H", "H", "H", "H"], "positions_angstrom": [[1.4667, -1.7505, -1.5819], [0.9539, -1.2742, -0.7636], [0.5538, -0.1634, -1.3041], [0.4973, 0.2179, -2.6156], [-0.3041, 1.0936, -0.3109], [-0.0377, 0.8372, 1.4266], [-0.9578, -0.2266, 1.9356], [-0.4173, -1.5757, 1.9170], [0.3554, 1.2108, -2.7895], [1.0099, -0.2216, -3.4408], [1.1230, 0.7505, 1.5325], [-0.2508, 1.8408, 1.9091], [-1.4160, 0.0306, 2.9516], [-1.8461, -0.3514, 1.2849], [0.2530, -1.6903, 1.0785]], "nbo_charge": [0.34, -0.76, 0.33, -0.84, 0.19, -0.59, -0.09, -0.77, 0.40, 0.41, 0.26, 0.25, 0.18, 0.18, 0.51], "orbital_gap_ha": 0.35301, "charge": 0, "smiles": "[H]/N=C(\\N)SCCO"}

=====

{"formula": "C3H8N2OS", "method": "the ωB97M-V functional and the def2-TZVPD basis", "symbols": ["C", "C", "C", "H", "H", "H", "H", "H", "H", "H", "H", "N", "N", "O", "S"], "positions_angstrom": [[1.8869, -1.2983, -0.4716], [-0.1338, -0.4124, 0.0989], [0.7748, 1.8451, 0.6696], [2.9838, -1.3523, -0.3025], [1.7059, -0.5377, -1.5900], [1.3507, -2.3526, -0.8720], [0.6545, -1.8483, 1.0019], [1.6721, 2.5154, 0.1357], [0.1723, 2.5141, 1.5317], [1.3071, 1.0809, 1.2629], [-2.2230, 0.3523, -0.0924], [1.1060, -1.0062, 0.6627], [-1.2640, -1.0541, 0.3389], [-2.4049, -0.5744, -0.0253], [-0.1528, 1.1149, -0.6042]], "nbo_charge": [-0.43, 0.08, -0.82, 0.21, 0.20, 0.18, 0.39, 0.23, 0.24, 0.27, 0.44, -0.65, -0.14, -0.49, 0.28], "orbital_gap_ha": 0.34825, "charge": 0}

=====

{"formula": "C3H8N2OS", "method": "the ωB97M-V functional and the def2-TZVPD basis", "symbols": ["H", "N", "C", "N", "O", "C", "C", "S", "H", "H", "H", "H", "H", "H", "H"], "positions_angstrom": [[2.3640, 1.0037, -0.8713], [3.0035, 0.2455, -0.5176], [2.3433, -0.7077, -0.0007], [0.9593, -0.7356, 0.2862], [0.2120, -0.0386, -0.7055], [-0.6491, 0.9263, -0.1518], [-1.7990, 0.3397, 0.6354], [-3.0268, -0.4885, -0.4574], [2.8573, -1.5804, 0.4273], [0.5736, -1.6760, 0.2757], [-0.9262, 1.6989, -0.9081], [-0.0696, 1.5274, 0.5128], [-1.4427, -0.3819, 1.3499], [-2.2614, 1.1311, 1.1965], [-2.1382, -1.2639, -1.0713]], "nbo_charge": [0.34, -0.65, 0.25, -0.36, -0.41, -0.09, -0.53, -0.06, 0.17, 0.36, 0.21, 0.18, 0.22, 0.23, 0.12], "orbital_gap_ha": 0.36837, "charge": 0, "smiles": "[H]/N=C\\NOCCS"}

=====

{"formula": "C3H8N2OS", "method": "the ωB97M-V functional and the def2-TZVPD basis", "symbols": ["N", "C", "C", "S", "C", "N", "O", "H", "H", "H", "H", "H", "H", "H", "H"], "positions_angstrom": [[-0.9888, 0.9109, -1.5211], [-0.0583, 0.1272, -0.6450], [-0.2887, 0.0882, 0.8844], [-1.9254, -2.1040, -0.1196], [0.9618, 0.9181, 0.3832], [2.2944, 0.0710, 0.5880], [1.1871, 2.0815, 0.0699], [-0.8654, 1.8705, -1.2566], [-2.7781, -3.0369, -0.4010], [-1.9300, 0.5701, -1.2693], [0.4851, -0.7661, -1.0703], [-0.2946, -0.9615, 1.2984], [-1.0816, 0.6190, 1.3223], [3.1413, 0.5509, 0.9238], [2.1411, -0.9390, 0.8127]], "nbo_charge": [-0.82, 0.09, -0.46, -0.57, 0.53, -0.85, -0.46, 0.38, 0.11, 0.40, 0.28, 0.30, 0.26, 0.41, 0.39], "orbital_gap_ha": 0.17378, "charge": 0}

=====

{"formula": "C3H8N2OS", "method": "the ωB97M-V functional and the def2-TZVPD basis", "symbols": ["H", "N", "C", "C", "S", "N", "O", "C", "H", "H", "H", "H", "H", "H", "H"], "positions_angstrom": [[2.2315, 1.8652, 0.0146], [1.2173, 1.9597, -0.0797], [0.6732, 0.8284, -0.0531], [1.2570, -0.5838, 0.1061], [3.0626, -0.5714, -0.2051], [-0.7464, 0.8034, -0.2399], [-1.3523, -0.2784, 0.4411], [-2.4852, -0.7068, -0.3314], [0.8347, -1.1482, -0.6677], [0.9735, -1.0031, 1.0500], [3.5047, -0.4230, 1.0947], [-1.0457, 1.6931, 0.1593], [-2.8606, -1.6274, 0.1429], [-3.1837, 0.1498, -0.0896], [-2.0806, -0.9576, -1.3424]], "nbo_charge": [0.36, -0.67, 0.42, -0.59, -0.05, -0.36, -0.43, -0.26, 0.24, 0.25, 0.14, 0.37, 0.19, 0.19, 0.20], "orbital_gap_ha": 0.37115, "charge": 0, "smiles": "[H]/N=C(\\CS)NOC"}

=====

{"formula": "C3H8N2OS2", "method": "the ωB97M-V functional and the def2-TZVPD basis", "symbols": ["N", "C", "O", "C", "N", "C", "S", "S", "H", "H", "H", "H", "H", "H", "H", "H"], "positions_angstrom": [[2.6891, -0.7959, 0.5671], [1.6332, -0.0721, 0.0113], [1.7697, 0.5968, -1.0073], [0.2252, -0.2514, 0.4465], [-0.2264, -1.5807, 0.0260], [-0.5724, 1.0099, 0.0562], [-2.3098, 0.5972, 0.4213], [-3.5226, 0.9099, -1.0984], [2.6158, -1.4396, 1.3163], [3.6279, -0.6586, 0.2403], [0.2372, -0.3068, 1.6026], [-1.1216, -1.7555, 0.4118], [-0.4001, -1.5867, -1.0103], [-0.2408, 2.0398, 0.3480], [-0.6132, 1.0997, -1.0101], [-3.7914, 2.1939, -1.3215]], "nbo_charge": [-0.82, 0.67, -0.61, -0.15, -0.81, -0.56, 0.08, -0.13, 0.40, 0.40, 0.19, 0.37, 0.36, 0.25, 0.24, 0.11], "orbital_gap_ha": 0.34674, "charge": 0, "smiles": "NC(=O)[C@H](N)CSS"}

=====

{"formula": "C3H8N2S", "method": "the ωB97M-V functional and the def2-TZVPD basis", "symbols": ["C", "C", "C", "N", "N", "S", "H", "H", "H", "H", "H", "H", "H", "H"], "positions_angstrom": [[0.0363, -0.9473, 0.0888], [1.5995, -1.2911, 0.4774], [-1.4647, 1.6881, 0.0928], [-0.7335, 1.1082, -1.0036], [-0.0835, 0.0299, -0.9600], [2.3826, 0.2490, 0.8957], [-0.3132, -1.8367, -0.2729], [-0.4911, -0.4883, 0.9237], [1.6412, -2.0749, 1.1685], [2.1532, -1.6433, -0.4200], [-1.2291, 1.1873, 1.0083], [-2.5308, 1.4127, -0.1296], [-1.3805, 2.7569, 0.0737], [0.4136, -0.1506, -1.9426]], "nbo_charge": [-0.29, -0.53, -0.48, -0.01, -0.11, -0.57, 0.22, 0.22, 0.20, 0.20, 0.22, 0.24, 0.25, 0.43], "orbital_gap_ha": 0.18323, "charge": 0}

=====

{"formula": "C3H8N2S", "method": "the ωB97M-V functional and the def2-TZVPD basis", "symbols": ["H", "N", "C", "N", "S", "C", "C", "H", "H", "H", "H", "H", "H", "H"], "positions_angstrom": [[3.1159, -0.5933, -0.9820], [2.2507, -0.0413, -0.9162], [1.9314, 0.1278, 0.3062], [0.8591, 0.8803, 0.7440], [-0.2560, 1.7426, -0.2408], [-1.1419, 0.2443, -0.8183], [-1.7689, -0.6225, 0.2865], [2.5313, -0.3410, 1.1463], [0.6670, 0.9103, 1.7202], [-1.9810, 0.5628, -1.4612], [-0.4211, -0.4191, -1.4216], [-2.4906, -0.0633, 0.8316], [-0.9998, -0.9373, 0.9833], [-2.2960, -1.4503, -0.1780]], "nbo_charge": [0.35, -0.71, 0.27, -0.78, 0.41, -0.55, -0.62, 0.15, 0.40, 0.22, 0.23, 0.20, 0.20, 0.21], "orbital_gap_ha": 0.35725, "charge": 0, "smiles": "[H]/N=C/NSCC"}

=====

| no. | largest force on an atom (eV/A) | E_LUMO (Ha) |
| --- | --- | --- |
| 1 | 1.91 | 0.0267 |
| 2 | 2.38 | 0.0228 |
| 3 | 3.49 | 0.0197 |
| 4 | 6.17 | 0.0231 |
| 5 | 1.27 | 0.0268 |
| 6 | 7.95 | -0.1279 |
| 7 | 2.51 | 0.0274 |
| 8 | 3.64 | 0.0209 |
| 9 | 3.54 | -0.0518 |
| 10 | 1.78 | 0.0301 |